(1)
Below is a 13-piece molecular cluster, H26O13 overall, with properties calculated with ωB97M-V with the def2-TZVPD basis set.

Structure (ORCA input):
```
! RIJCOSX wB97M-V def2-TZVPD def2/J DEFGRID3
* xyz 0 1
O 1.072 1.777 -3.415
O 3.629 0.680 -0.960
O 2.647 -2.533 -1.291
O -1.619 3.447 0.059
O 3.686 -0.938 1.732
O -3.349 0.760 2.970
O -0.842 0.661 -1.059
O -2.351 -1.693 -2.407
O 1.255 -0.475 -1.589
O 0.569 1.400 1.281
O -3.666 0.970 0.070
O 0.751 -1.992 3.653
O -0.738 -2.291 1.178
H 3.529 -2.031 -1.211
H 1.423 1.431 -2.608
H -1.410 0.829 -1.854
H 2.471 -2.977 -0.477
H 0.384 -1.127 3.911
H 1.109 -1.307 -1.166
H 1.560 -0.920 -2.447
H -4.141 0.615 -0.723
H -3.040 1.659 -0.135
H -0.710 -1.569 0.562
H -0.650 1.611 -1.037
H 3.522 0.333 -0.088
H 2.971 0.439 -1.565
H 0.245 0.717 1.838
H -2.844 0.885 2.189
H 0.124 -2.278 2.947
H -2.764 0.351 3.614
H -1.752 -1.336 -1.772
H -1.995 3.789 0.854
H -1.561 -2.698 1.456
H 2.918 -1.440 2.031
H 0.749 1.130 -4.016
H -0.226 1.937 0.995
H -3.156 -1.554 -1.939
H 3.527 -0.379 0.966
H -1.327 4.119 -0.547
*
```

Output
Gap between HOMO and LUMO: 10.4 eV
HOMO level: -0.395 Eh
E: -27037.4752 eV
Relative energy (zero: lowest compared OMol25 entry of this formula, charge and spin): 4.472 eV

---

(2)
Below is a 13-piece molecular cluster, H26O13 overall, with properties calculated with ωB97M-V with the def2-TZVPD basis set.

Structure (ORCA input):
```
! RIJCOSX wB97M-V def2-TZVPD def2/J DEFGRID3
* xyz 0 1
O 28.721 -32.957 -34.204
O 23.731 -31.334 -35.934
O 30.329 -32.854 -41.439
O 27.208 -32.566 -27.847
O 24.243 -33.816 -31.656
O 34.237 -30.375 -32.099
O 24.423 -34.713 -39.271
O 28.741 -28.344 -35.774
O 32.236 -34.928 -30.917
O 29.940 -28.762 -30.273
O 33.194 -37.922 -34.311
O 25.590 -27.590 -31.895
O 30.371 -36.150 -37.630
H 28.832 -33.389 -35.051
H 23.984 -34.729 -31.781
H 27.123 -31.619 -27.734
H 24.368 -33.478 -32.542
H 30.665 -29.278 -30.627
H 30.365 -33.408 -40.659
H 31.159 -33.016 -41.887
H 29.999 -36.768 -38.259
H 28.827 -29.186 -35.327
H 32.907 -34.264 -31.080
H 34.889 -29.928 -31.559
H 24.337 -33.996 -38.643
H 32.919 -37.472 -33.512
H 30.205 -28.561 -29.376
H 29.639 -28.019 -35.847
H 24.345 -30.803 -35.427
H 29.485 -33.226 -33.695
H 22.897 -31.243 -35.473
H 27.033 -32.713 -28.777
H 25.934 -26.782 -32.277
H 34.116 -37.685 -34.414
H 34.645 -30.442 -32.962
H 30.741 -36.703 -36.941
H 32.312 -35.122 -29.983
H 24.308 -34.300 -40.126
H 26.351 -28.166 -31.827
*
```

Output
Gap between HOMO and LUMO: 11.3 eV
HOMO level: -0.415 Eh
E: -27038.6859 eV
Relative energy (zero: lowest compared OMol25 entry of this formula, charge and spin): 3.261 eV

---

(3)
Below is a 13-piece molecular cluster, H26O13 overall, with properties calculated with ωB97M-V with the def2-TZVPD basis set.

Structure (ORCA input):
```
! RIJCOSX wB97M-V def2-TZVPD def2/J DEFGRID3
* xyz 0 1
O 0.714 -4.048 -2.355
O 2.425 1.605 1.965
O -0.962 1.659 -1.471
O 0.478 1.969 -3.448
O -2.612 0.088 0.527
O 0.814 -1.738 3.486
O 1.381 -3.040 -0.411
O -2.233 0.273 -1.582
O -2.273 -3.358 0.476
O -1.341 -0.961 -3.470
O 0.411 0.167 0.410
O 0.721 3.796 4.658
O 1.161 3.604 0.614
H -0.555 -0.534 -3.113
H -0.585 2.221 -2.157
H 3.370 1.658 2.150
H 0.831 2.853 -3.596
H 0.621 -1.317 4.331
H 1.642 3.638 4.895
H -1.361 -0.683 -4.393
H 1.964 3.078 0.700
H -2.125 -0.135 1.328
H -0.243 1.061 -1.236
H -3.022 0.936 0.729
H -3.075 0.696 -1.378
H 0.171 0.320 1.331
H 0.115 -4.425 -1.701
H 0.659 3.495 3.745
H -1.889 -2.518 0.750
H 0.751 -1.020 2.846
H 0.623 3.336 1.367
H 0.922 -3.699 0.123
H 2.371 1.045 1.182
H 2.155 -2.810 0.115
H -2.064 0.516 -2.499
H 1.259 1.404 -3.426
H -0.319 -0.358 0.062
H -2.046 -3.964 1.191
H 1.148 -4.814 -2.745
*
```

Output
Gap between HOMO and LUMO: 6.7 eV
HOMO level: -0.255 Eh
E: -27034.3992 eV
Relative energy (zero: lowest compared OMol25 entry of this formula, charge and spin): 7.548 eV

---

(4)
Below is a 13-piece molecular cluster, H26O13 overall, with properties calculated with ωB97M-V with the def2-TZVPD basis set.

Structure (ORCA input):
```
! RIJCOSX wB97M-V def2-TZVPD def2/J DEFGRID3
* xyz 0 1
O -1.261 -2.287 3.977
O -4.129 -2.778 -3.147
O -3.499 0.983 0.493
O 0.255 3.812 -3.804
O -2.609 0.763 -3.652
O 0.057 -0.908 0.021
O -3.425 -3.839 1.004
O 1.188 -3.508 -3.277
O 1.688 1.074 3.691
O 3.649 -3.357 0.381
O 3.213 2.796 -0.754
O -1.254 3.733 2.376
O 5.743 0.087 0.745
H 5.560 0.447 1.613
H -0.551 -1.673 3.788
H -2.831 1.463 0.981
H -3.470 -2.119 -3.367
H -1.965 -1.740 4.326
H 3.030 3.483 -0.113
H -2.944 1.003 -2.788
H -3.798 -3.193 -2.351
H 0.368 -0.003 0.037
H 5.026 0.405 0.197
H -4.323 1.213 0.923
H -0.826 4.416 1.859
H 4.384 -2.763 0.536
H -0.852 -0.855 0.315
H 1.966 -3.626 -2.732
H 3.883 3.173 -1.325
H 1.052 1.641 3.256
H -4.139 -3.563 1.578
H -1.757 4.211 3.035
H 2.520 1.540 3.611
H -1.856 1.339 -3.786
H -2.649 -3.826 1.563
H 0.240 4.768 -3.769
H 0.884 3.557 -3.129
H 0.555 -3.079 -2.702
H 2.877 -2.790 0.390
*
```

Output
Gap between HOMO and LUMO: 9.9 eV
HOMO level: -0.394 Eh
E: -27038.9604 eV
Relative energy (zero: lowest compared OMol25 entry of this formula, charge and spin): 2.987 eV

---

(5)
Below is H26O13 as an isolated structure, with properties calculated with ωB97M-V with the def2-TZVPD basis set.

Structure (ORCA input):
```
! RIJCOSX wB97M-V def2-TZVPD def2/J DEFGRID3
* xyz 0 1
O 0.977 -0.639 1.691
O 1.345 -2.860 0.430
O -0.120 2.559 -1.067
O 0.980 -2.530 -2.065
O -2.604 2.295 -1.678
O -2.316 1.407 1.002
O 1.142 0.360 -1.948
O -0.691 -0.585 3.256
O 1.017 1.943 1.567
O -2.577 -1.636 1.170
O 3.144 -0.271 0.162
O -1.343 -0.003 -2.894
O -0.410 -0.378 -0.350
H 2.434 -0.405 0.769
H 1.589 -1.080 2.368
H -0.784 0.454 -0.009
H -2.540 1.679 -0.804
H 0.183 1.836 -1.606
H 2.313 -2.999 0.583
H -2.556 1.713 1.912
H 0.106 2.565 -0.227
H -3.352 -1.019 1.192
H 0.257 -0.350 0.288
H 2.122 0.116 -1.830
H 0.139 -0.555 2.665
H -3.043 0.937 0.768
H -2.057 3.059 -1.612
H 1.000 1.056 1.525
H 3.521 0.566 0.362
H -0.478 0.333 -3.053
H 1.270 -1.909 0.700
H -1.855 0.777 -2.798
H 1.929 2.169 1.512
H -2.209 -1.359 2.063
H 1.207 0.120 -2.935
H 1.446 -2.562 -1.129
H 1.574 -3.154 -2.507
H -0.068 -0.246 -1.160
H -0.693 -1.405 3.688
*
```

Output
Gap between HOMO and LUMO: 10.0 eV
HOMO level: -0.372 Eh
E: -27035.5817 eV
Relative energy (zero: lowest compared OMol25 entry of this formula, charge and spin): 6.365 eV

---

(6)
Below is a 13-piece molecular cluster, H26O13 overall, with properties calculated with ωB97M-V with the def2-TZVPD basis set.

Structure (ORCA input):
```
! RIJCOSX wB97M-V def2-TZVPD def2/J DEFGRID3
* xyz 0 1
O -1.496 -3.435 0.909
O -1.253 -0.810 -3.317
O -0.565 1.944 2.288
O -1.072 -0.825 1.630
O 1.973 2.001 1.480
O 1.273 -3.619 0.594
O -3.444 0.491 -2.036
O -0.947 0.632 -0.770
O -2.122 2.840 0.271
O 2.059 2.649 -1.217
O 2.299 -1.252 -0.093
O 1.369 0.169 -2.192
O 1.900 -0.806 2.501
H -0.092 0.973 -1.045
H 0.306 1.563 2.469
H -0.130 -0.942 1.796
H -1.184 1.677 2.971
H -1.218 -0.404 0.771
H 1.521 -0.209 -3.065
H 2.194 2.927 -2.125
H 1.397 -0.594 -1.586
H -2.366 -3.445 1.327
H -1.569 -2.558 0.509
H -1.379 1.460 -0.468
H -2.206 -0.749 -3.334
H -2.773 0.663 -1.359
H 1.885 1.698 -1.263
H 2.401 2.801 1.153
H -1.570 2.787 1.046
H 0.769 -4.064 -0.092
H 1.819 1.530 0.661
H -0.831 -0.309 -2.614
H 3.190 -1.584 0.035
H 2.034 -1.490 1.833
H -4.289 0.481 -1.582
H 2.385 -0.041 2.173
H 1.751 -2.056 0.078
H 0.660 -3.434 1.316
H -2.970 3.221 0.498
*
```

Output
Gap between HOMO and LUMO: 10.7 eV
HOMO level: -0.386 Eh
E: -27040.5439 eV
Relative energy (zero: lowest compared OMol25 entry of this formula, charge and spin): 1.403 eV

---

(7)
Below is H27O14 as an isolated structure, with properties calculated with ωB97M-V with the def2-TZVPD basis set.

Structure (ORCA input):
```
! RIJCOSX wB97M-V def2-TZVPD def2/J DEFGRID3
* xyz -1 1
O -3.682 -1.018 -1.093
O -0.193 0.286 -2.713
O 1.272 1.115 2.090
O -2.208 -4.066 2.368
O -1.213 -1.469 1.020
O 2.603 0.512 -0.286
O 2.448 -1.596 3.686
O -0.497 4.313 -0.906
O 1.959 -1.359 -2.179
O 0.975 3.588 1.154
O -0.752 0.626 -0.414
O -0.457 -0.841 3.330
O 2.418 2.827 -4.090
O -2.329 -3.583 -0.940
H 2.610 -1.683 2.741
H 2.863 -1.071 -2.328
H 0.260 3.727 -0.641
H 1.497 -1.440 3.750
H -1.091 -0.754 0.320
H -0.611 0.679 -3.474
H 3.041 2.174 -3.769
H -2.783 -0.795 -1.401
H -1.354 -0.520 3.352
H 1.950 -0.003 -0.816
H -0.408 0.448 -1.552
H -3.271 -3.630 -0.768
H -2.222 -3.121 2.183
H 0.391 0.720 2.172
H -1.390 -4.345 1.939
H -0.257 -1.389 2.549
H 1.374 -0.621 -2.464
H 1.741 2.421 -4.633
H -0.454 4.580 -1.825
H -0.421 1.463 -0.082
H 1.862 0.506 1.600
H 2.909 1.249 -0.817
H 0.254 4.005 1.623
H -2.059 -1.072 1.283
H -1.901 -3.385 -0.102
H 1.100 2.617 1.291
H -3.974 -0.093 -1.154
*
```

Output
Gap between HOMO and LUMO: 8.9 eV
HOMO level: -0.228 Eh
E: -29105.1428 eV
Relative energy (zero: lowest compared OMol25 entry of this formula, charge and spin): 2.524 eV

---

(8)
Below is a 14-piece molecular cluster, H27O14 overall, with properties calculated with ωB97M-V with the def2-TZVPD basis set.

Structure (ORCA input):
```
! RIJCOSX wB97M-V def2-TZVPD def2/J DEFGRID3
* xyz -1 1
O 4.907 -0.599 -1.419
O 2.222 -0.954 0.172
O -0.398 -0.969 1.911
O -2.179 0.848 -3.143
O 4.088 1.711 -0.328
O 0.828 -3.077 0.462
O -2.818 2.187 0.736
O 0.079 -0.579 4.572
O 0.064 0.890 0.003
O -3.685 2.817 -1.646
O -2.301 -2.656 -1.873
O -0.636 4.091 1.780
O -3.437 -0.902 0.180
O 3.307 -2.541 -1.384
H 0.308 -2.283 0.508
H 0.290 1.537 0.680
H -0.645 -0.628 3.901
H -2.315 1.565 0.179
H -2.199 -3.136 -2.699
H 4.645 -1.638 -1.566
H 4.461 -0.474 -0.582
H 0.104 -1.445 4.980
H 1.414 -2.941 -0.305
H -2.966 -1.607 -0.273
H -4.390 -1.026 0.247
H -1.567 -2.950 -1.326
H -3.164 1.978 -1.684
H -0.745 3.815 0.855
H -2.905 0.564 -3.703
H 2.880 -1.745 -0.696
H 0.925 0.374 0.054
H 0.541 -1.014 1.741
H -3.381 3.423 -0.970
H 4.726 2.432 -0.464
H 3.116 -2.128 -2.230
H -2.987 1.695 1.561
H -1.024 -0.530 1.327
H -1.378 3.587 2.188
H -1.414 0.322 -3.420
H 2.524 -1.368 0.984
H 4.633 1.059 0.115
*
```

Output
Gap between HOMO and LUMO: 8.2 eV
HOMO level: -0.213 Eh
E: -29104.1294 eV
Relative energy (zero: lowest compared OMol25 entry of this formula, charge and spin): 3.538 eV

---

(9)
Below is a 14-piece molecular cluster, H28O14 overall, with properties calculated with ωB97M-V with the def2-TZVPD basis set.

Structure (ORCA input):
```
! RIJCOSX wB97M-V def2-TZVPD def2/J DEFGRID3
* xyz 0 1
O -4.510 -4.604 -5.241
O -5.468 -2.674 -3.709
O -3.034 0.299 -7.322
O -2.515 -1.274 -4.061
O -2.041 -3.073 -6.010
O 1.277 -1.868 -6.295
O -0.881 -0.061 -5.777
O -2.585 0.675 -1.550
O 0.320 -3.338 -3.608
O 0.036 0.018 -2.731
O -5.107 -1.453 -6.328
O -1.883 -2.364 -1.642
O -4.074 1.417 -4.705
O -6.321 0.216 -4.356
H -2.199 -1.876 -2.392
H 0.726 -0.291 -3.342
H -3.472 0.360 -1.975
H 1.584 -1.027 -6.569
H 0.310 -3.675 -2.717
H -2.290 0.040 -6.783
H -1.764 -3.922 -5.622
H -1.561 -2.914 -6.840
H -5.936 -1.044 -6.260
H -3.980 -4.617 -6.016
H -0.888 -2.394 -1.780
H -6.300 -2.961 -3.382
H -3.165 1.744 -4.423
H -0.247 0.474 -5.358
H -4.981 -2.658 -2.890
H -4.614 2.192 -4.871
H -4.608 -3.759 -4.798
H -2.274 -1.981 -4.649
H -2.559 1.642 -1.535
H -1.539 -0.291 -5.089
H -3.760 -0.186 -6.931
H -3.427 -1.069 -4.298
H -5.509 0.713 -4.368
H -0.810 -0.132 -3.135
H 0.330 -1.657 -6.069
H -6.060 -0.654 -4.090
H -4.986 -1.880 -7.142
H -0.120 -3.989 -4.117
*
```

Output
Gap between HOMO and LUMO: 10.4 eV
HOMO level: -0.387 Eh
E: -29119.2711 eV
Relative energy (zero: lowest compared OMol25 entry of this formula, charge and spin): 2.381 eV

---

(10)
Below is a 14-piece molecular cluster, H28O14 overall, with properties calculated with ωB97M-V with the def2-TZVPD basis set.

Structure (ORCA input):
```
! RIJCOSX wB97M-V def2-TZVPD def2/J DEFGRID3
* xyz 0 1
O 0.830 4.619 0.122
O -2.303 3.960 1.201
O -4.040 -0.845 -0.050
O -0.417 -1.676 -2.649
O 0.180 -0.172 2.470
O -2.610 0.173 0.829
O 4.091 -0.962 1.395
O -2.454 -2.031 0.556
O -1.331 -4.573 -0.695
O 4.206 1.564 -1.938
O 1.895 -1.173 3.070
O -2.165 2.223 -2.153
O 3.908 -1.213 -1.314
O 0.567 0.177 -0.739
H 2.570 -0.952 3.776
H -1.574 -2.418 0.627
H 3.534 2.236 -1.926
H 4.791 -0.481 1.691
H 4.086 -1.356 -0.427
H -3.230 0.798 1.146
H 2.128 -0.583 2.354
H -1.408 1.762 -2.360
H -0.055 0.314 -0.020
H -3.591 -0.349 -0.791
H 0.098 4.971 -0.485
H -2.322 3.100 0.952
H -2.091 3.971 2.151
H 1.076 -0.614 -0.485
H -0.031 -1.046 2.993
H -0.908 -2.512 -2.553
H 3.852 0.666 -2.251
H -0.909 -4.070 -1.350
H 0.442 -0.410 1.587
H 2.998 -1.583 -1.508
H -3.127 -2.725 0.871
H 3.313 -0.362 1.269
H -1.678 0.542 0.934
H -2.246 3.025 -2.714
H -4.859 -0.329 -0.064
H -1.504 -4.019 0.069
H -0.814 -1.426 -3.416
H 1.105 3.779 -0.175
*
```

Output
Gap between HOMO and LUMO: 9.0 eV
HOMO level: -0.347 Eh
E: -29112.8313 eV
Relative energy (zero: lowest compared OMol25 entry of this formula, charge and spin): 8.820 eV

---

(11)
Below is a 14-piece molecular cluster, H28O14 overall, with properties calculated with ωB97M-V with the def2-TZVPD basis set.

Structure (ORCA input):
```
! RIJCOSX wB97M-V def2-TZVPD def2/J DEFGRID3
* xyz 0 1
O -1.587 -4.147 2.771
O 2.693 -3.368 0.511
O -2.732 3.202 2.579
O 5.125 1.008 1.199
O 0.054 0.062 0.056
O 3.515 0.376 -2.453
O 1.350 2.736 3.136
O -4.014 -1.134 0.891
O -0.014 2.578 -3.237
O 2.264 -1.407 3.941
O -0.712 4.975 -0.071
O -2.339 -1.980 -3.792
O -5.333 1.300 -2.199
O 1.891 -2.914 -3.805
H -3.225 2.511 2.137
H -3.717 -1.991 1.197
H 0.171 5.228 0.199
H 1.398 1.789 3.267
H 3.639 1.149 -3.004
H -4.875 -1.020 1.294
H -5.218 0.544 -1.623
H 3.875 0.627 -1.603
H -2.819 -1.268 -3.370
H 4.365 1.287 1.711
H 2.282 -2.055 3.236
H 2.198 -2.110 -3.385
H -5.852 1.917 -1.684
H -1.223 -4.320 3.639
H 0.705 -0.588 0.322
H -0.789 -0.358 0.227
H 0.578 2.379 -3.962
H 0.429 2.903 2.936
H 3.448 -2.940 0.106
H 2.104 -1.919 4.734
H 0.022 1.803 -2.676
H 0.950 -2.932 -3.631
H -0.576 4.327 -0.762
H -1.587 -5.000 2.336
H 5.782 0.774 1.854
H -2.230 3.623 1.882
H -2.317 -1.740 -4.718
H 2.319 -3.905 -0.188
*
```

Output
Gap between HOMO and LUMO: 11.1 eV
HOMO level: -0.411 Eh
E: -29119.2389 eV
Relative energy (zero: lowest compared OMol25 entry of this formula, charge and spin): 2.413 eV

---

(12)
Below is H28O14 as an isolated structure, with properties calculated with ωB97M-V with the def2-TZVPD basis set.

Structure (ORCA input):
```
! RIJCOSX wB97M-V def2-TZVPD def2/J DEFGRID3
* xyz 0 1
O 1.909 4.415 0.970
O -2.548 -1.240 -0.446
O 2.376 3.571 -3.109
O -2.641 0.719 3.617
O 4.208 -3.405 0.229
O 0.490 -4.286 -0.616
O 5.124 0.407 1.509
O -4.055 0.340 -2.447
O -0.272 1.650 2.647
O -4.245 -1.181 -0.561
O -1.107 3.129 -1.196
O 2.632 -2.298 -1.790
O -0.404 -0.207 0.693
O -1.103 -2.620 1.406
H -4.030 -0.339 -3.129
H 1.748 4.287 -3.259
H 1.448 -4.207 -0.684
H -1.829 -0.812 0.032
H 3.726 -2.615 -0.041
H -2.028 3.271 -1.445
H -5.202 -1.072 -0.549
H 1.726 -1.975 -1.851
H 0.349 -0.724 0.387
H 5.130 1.286 1.904
H -3.476 0.549 4.067
H -0.865 -2.552 2.338
H -1.156 2.814 -0.286
H -2.719 0.235 2.787
H -3.907 -0.320 -0.288
H 2.992 -2.155 -2.673
H 4.208 -3.960 -0.559
H -2.446 -0.928 -1.352
H -0.505 0.480 0.025
H 2.130 3.220 -2.246
H -0.512 2.584 2.664
H 4.637 0.523 0.686
H 0.172 -3.385 -0.743
H -0.566 -3.350 1.079
H 1.588 4.610 0.082
H -3.128 0.553 -2.294
H -0.248 1.398 3.577
H 2.399 3.591 0.867
*
```

Output
Gap between HOMO and LUMO: 7.9 eV
HOMO level: -0.317 Eh
E: -29114.3124 eV
Relative energy (zero: lowest compared OMol25 entry of this formula, charge and spin): 7.339 eV

---

Q: Which of these has the lowest E?
A: number 9